Entry 1:
ORCA calculation (ωB97M-V/def2-TZVPD) on a cluster of 2 separate species, C6H9N2S in total at a distorted geometry.

Geometry as XYZ:
```
18
Properties=species:S:1:pos:R:3:forces:R:3
C -1.734 1.453 -0.519 -0.59 -0.59 0.23
C -2.038 0.298 0.133 -0.29 0.63 -0.40
C 0.128 0.672 0.347 2.98 0.35 -0.14
C 3.923 -1.314 -0.689 0.05 0.04 -0.34
C 3.495 -0.641 0.385 -0.41 0.53 0.49
C -3.318 -0.423 0.299 -0.08 -0.14 -0.09
N -0.846 -0.167 0.659 0.12 0.11 -0.02
N -0.382 1.653 -0.376 0.07 -0.04 0.14
S 2.872 0.957 0.253 -1.76 -0.66 0.08
H -2.358 2.119 -1.074 -0.19 0.18 -0.09
H 4.391 -2.279 -0.599 0.14 -0.18 0.10
H 3.835 -0.900 -1.682 -0.07 0.09 -0.12
H 3.586 -1.038 1.387 0.06 -0.13 -0.01
H -3.332 -1.316 -0.326 -0.06 -0.04 0.01
H -3.467 -0.726 1.332 -0.06 0.01 0.10
H -4.141 0.219 0.000 -0.06 -0.01 0.01
H -0.752 -1.004 1.212 0.13 0.03 0.00
H 0.137 2.438 -0.742 0.03 -0.16 0.06
```
Positions in Å, forces in eV/Å.

Results
HOMO level (spin up / spin down) = -13.215 / -13.250 eV
Energy relative to the best compared isomer or geometry (same formula, charge and spin) = 55.9 kcal/mol
Charge = +1

Here are the Löwdin charges for atoms 1 to 4, given in e: number 1, C, carries -0.007; number 2, C, carries -0.270; number 3, C, carries -0.120; number 4, C, carries 0.023

Entry 2:
ORCA calculation (ωB97M-V/def2-TZVPD) on a structure of composition C6H6N2 at a distorted geometry.

Geometry as XYZ:
```
14
Properties=species:S:1:pos:R:3:forces:R:3
C -2.423 0.148 -0.387 -8.96 -3.73 3.01
C -1.009 0.378 -0.781 1.04 2.95 4.02
C -0.180 1.461 -0.308 -0.41 -3.80 -0.62
C 1.195 0.607 0.070 0.80 0.02 -2.75
C 0.569 -0.424 0.932 -0.59 -0.53 3.99
C -0.089 -0.761 -0.391 0.23 -3.68 -1.17
H -0.408 2.422 0.183 0.00 -0.41 -0.93
H 2.089 1.176 0.225 0.36 0.34 0.40
H 1.246 -1.454 1.337 -1.85 3.58 -0.91
H -0.047 0.231 1.678 0.58 -2.35 -0.23
H -0.518 -1.776 -0.475 0.17 0.50 -0.31
H 1.902 -1.203 -1.118 1.54 -1.32 0.75
N -3.577 -0.311 0.058 10.77 4.44 -4.22
N 1.251 -0.492 -1.023 -3.67 3.98 -1.03
```
Positions in Å, forces in eV/Å.

Results
HOMO level = -9.105 eV
Energy relative to the best compared isomer or geometry (same formula, charge and spin) = 144.5 kcal/mol

Here are the Löwdin charges for atoms 1 to 4, given in e: number 1, C, carries -0.113; number 2, C, carries -0.168; number 3, C, carries 0.109; number 4, C, carries -0.240

Number 1: calculated total energy -20173.7556 eV. Number 2: calculated total energy -9292.4771 eV.